No. 1
{
  "formula": "C4H7NO",
  "method": "wB97M-V/def2-TZVPD",
  "elements": ["O", "C", "C", "N", "C", "C", "H", "H", "H", "H", "H", "H", "H"],
  "positions_angstrom": [[1.6429, -0.6530, 1.1909], [0.7860, 0.2471, 0.7440], [-0.7114, -0.8626, -0.1724], [-0.7774, 0.4323, -0.8789], [-1.1255, 0.6970, 0.5056], [0.6842, 0.6415, -0.7449], [1.8688, -1.3180, 0.4975], [0.1055, -1.5357, -0.4556], [-1.6581, -1.3886, -0.0437], [-0.8597, 1.6379, 0.9675], [-2.1533, 0.4187, 0.7601], [1.2232, -0.0053, -1.4654], [0.9749, 1.6887, -0.9047]],
  "de_lowest_kj_mol": 794.8,
  "e_tot_ev": -7791.407,
  "lumo_energy_ev": 0.83,
  "total_charge": 0,
  "mol_weight_g_mol": 85.11
}

No. 2
{
  "formula": "C7H12",
  "method": "wB97M-V/def2-TZVPD",
  "elements": ["C", "C", "C", "C", "C", "C", "C", "H", "H", "H", "H", "H", "H", "H", "H", "H", "H", "H", "H"],
  "positions_angstrom": [[-3.5671, -0.3746, 2.0310], [-2.5419, -0.3320, 0.9870], [-1.7118, -0.2750, 0.1145], [-0.6544, -0.1379, -0.8931], [0.7595, -0.2274, -0.2903], [1.7953, 0.5068, -1.1377], [3.2084, 0.3821, -0.5769], [-3.4156, -1.2227, 2.7062], [-4.5654, -0.4661, 1.5899], [-3.5459, 0.5386, 2.6354], [-0.7714, 0.8353, -1.3905], [-0.7768, -0.8956, -1.6778], [0.7515, 0.2044, 0.7179], [1.0422, -1.2821, -0.1737], [1.5125, 1.5677, -1.1886], [1.7637, 0.1309, -2.1695], [3.2476, 0.7371, 0.4598], [3.5463, -0.6606, -0.5831], [3.9234, 0.9709, -1.1604]],
  "de_lowest_kj_mol": 125.9,
  "e_tot_ev": -7452.127,
  "lumo_energy_ev": 1.10,
  "total_charge": 0,
  "smiles": "CC#CCCCC",
  "mol_weight_g_mol": 96.17
}

No. 3
{
  "formula": "C6H10",
  "method": "wB97M-V/def2-TZVPD",
  "elements": ["C", "C", "C", "C", "C", "C", "H", "H", "H", "H", "H", "H", "H", "H", "H", "H"],
  "positions_angstrom": [[0.1814, 0.6179, -2.5338], [0.5494, 0.0619, -1.3870], [-0.3941, -0.6600, -0.4617], [-0.0714, -0.3402, 0.9773], [0.8340, -1.0630, 1.6332], [-0.7357, 0.8930, 1.5220], [-0.8668, 0.6472, -2.8229], [0.9071, 1.0187, -3.2326], [1.5959, 0.0562, -1.0771], [-0.2743, -1.7354, -0.6436], [-1.4310, -0.4007, -0.7138], [1.1756, -0.8073, 2.6323], [1.2872, -1.9354, 1.1646], [-0.2911, 1.2239, 2.4645], [-1.8065, 0.7144, 1.6868], [-0.6598, 1.7088, 0.7917]],
  "de_lowest_kj_mol": 88.9,
  "e_tot_ev": -6382.938,
  "lumo_energy_ev": 1.13,
  "total_charge": 0,
  "smiles": "C=CCC(=C)C",
  "mol_weight_g_mol": 82.15
}